66
Properties=species:S:1:pos:R:3:mulliken_spin:R:1 method="wB97M-V/def2-TZVPD" energy_ha=-2761.4382 charge=+2 relative_energy_ev=0.255 gap_ev="7.0 / 5.5" homo_energy_ha="-0.4989 / -0.4983" multiplicity=4
Tc 1.082 -1.153 -0.128 2.66
C 4.150 2.861 -2.674 0.00
S 3.709 1.219 -3.279 -0.01
C 3.043 0.479 -1.878 0.01
S 2.294 -1.089 -2.180 0.10
N 3.139 1.025 -0.706 0.02
N 2.505 0.310 0.271 -0.08
C 2.663 0.667 1.495 0.06
C 1.848 -0.019 2.489 0.05
C 1.919 0.239 3.841 0.01
C 1.040 -0.414 4.696 0.01
C 0.114 -1.297 4.166 0.01
C 0.108 -1.520 2.800 0.06
N 0.961 -0.906 1.980 -0.04
H 4.885 3.255 -3.371 0.00
H 4.576 2.792 -1.678 0.00
H 3.264 3.490 -2.672 0.00
H 3.339 1.476 1.750 -0.01
H 2.643 0.951 4.211 0.00
H 1.074 -0.227 5.760 0.00
H -0.603 -1.805 4.795 0.00
H -0.604 -2.200 2.349 0.00
C -1.472 -4.433 -1.428 -0.01
C -0.421 -3.561 -0.850 0.10
N -0.464 -2.261 -0.884 -0.16
N -1.474 -1.613 -1.523 0.03
C -1.196 -0.332 -1.593 -0.02
O -0.129 0.179 -1.024 0.06
C -2.074 0.546 -2.370 0.01
C -1.640 1.821 -2.735 0.00
C -2.448 2.625 -3.521 0.00
C -3.674 2.150 -3.969 0.00
C -4.111 0.882 -3.603 0.00
C -3.320 0.082 -2.801 -0.01
C 0.797 -4.086 -0.217 0.06
C 1.087 -5.431 -0.115 0.01
C 2.296 -5.827 0.444 0.01
C 3.177 -4.864 0.906 0.01
C 2.825 -3.533 0.789 0.05
N 1.670 -3.150 0.238 -0.03
H -2.168 -3.835 -2.008 0.00
H -2.027 -4.937 -0.632 0.01
H -1.031 -5.199 -2.066 0.01
H -0.660 2.158 -2.428 0.00
H -2.116 3.615 -3.802 0.00
H -4.288 2.767 -4.611 0.00
H -5.064 0.514 -3.959 0.00
H -3.657 -0.899 -2.498 0.00
H 0.377 -6.164 -0.473 0.00
H 2.542 -6.878 0.517 0.00
H 4.126 -5.134 1.347 0.00
H 3.480 -2.745 1.140 0.01
O -0.058 1.584 1.507 0.01
S -0.827 2.555 0.637 0.00
C -0.653 4.204 1.413 0.00
C -2.066 4.723 1.651 0.00
C -2.854 3.516 2.147 0.00
C -2.588 2.427 1.115 0.00
H -0.057 4.835 0.758 0.00
H -0.118 4.007 2.343 0.00
H -2.494 5.086 0.714 0.00
H -2.072 5.548 2.362 0.00
H -3.918 3.729 2.242 0.00
H -2.484 3.202 3.125 0.00
H -3.166 2.584 0.202 0.00
H -2.737 1.409 1.473 0.00

---

17
Properties=species:S:1:pos:R:3:nbo_charge:R:1 method="wB97M-V/def2-TZVPD" energy_ha=-251.2224 charge=+1 relative_energy_ev=1.304 gap_ev=12.4 homo_energy_ha=-0.5730
C 1.522 -0.435 0.606 -0.23
C 2.559 0.652 0.183 -0.62
N 0.137 -0.017 1.014 -0.70
H 1.427 -1.256 -0.040 0.22
H 1.937 -0.934 1.493 0.22
H 2.127 1.347 -0.547 0.22
H 3.388 0.119 -0.272 0.25
H -0.186 -0.470 1.876 0.43
H 0.144 0.946 1.389 0.43
H -0.591 -0.085 0.226 0.47
H 2.835 1.174 1.084 0.23
C -2.836 -0.341 -0.990 -0.29
O -1.439 0.053 -1.023 -0.77
H -1.329 0.359 -1.929 0.52
H -3.352 0.345 -1.716 0.20
H -3.433 -0.052 -0.097 0.21
H -2.909 -1.405 -1.257 0.20

---

31
Properties=species:S:1:pos:R:3:mulliken_spin:R:1 method="wB97M-V/def2-TZVPD" energy_ha=-744.8616 charge=+1 relative_energy_ev=1.465 gap_ev="10.4 / 4.5" homo_energy_ha="-0.5206 / -0.5206" multiplicity=2
O -0.245 2.370 -1.669 0.05
C 0.746 1.697 -1.684 0.07
O 1.971 2.176 -1.610 0.01
C 0.685 0.193 -1.979 0.01
C 1.918 -0.652 -1.725 0.05
C 1.617 -2.177 -1.672 0.02
N -0.571 -0.408 -1.523 0.78
H 2.068 3.074 -1.256 0.01
H 0.568 0.115 -3.071 0.00
H 2.646 -0.316 -2.471 0.00
H 2.505 -0.370 -0.843 0.00
H 1.368 -2.476 -0.659 0.00
H 2.550 -2.698 -1.803 0.00
H 0.968 -2.598 -2.465 0.00
H -1.265 -0.079 -2.206 0.00
H -0.776 -0.019 -0.603 0.00
H 0.047 -0.949 2.607 0.00
H -0.440 -0.634 3.936 0.00
O 0.419 -0.661 3.451 0.00
H -2.748 1.327 -1.016 0.00
H -3.187 2.220 0.082 0.00
O -3.093 1.276 -0.117 0.01
H 0.934 0.755 2.437 0.00
H 2.258 0.931 2.408 0.00
O 1.528 1.292 1.862 0.00
H -1.912 1.144 3.459 0.00
H -1.976 0.559 2.098 0.00
O -1.960 0.281 3.024 0.00
H -1.503 -1.501 0.731 0.00
H -2.964 -1.719 1.295 0.00
O -2.155 -2.154 0.982 0.01

---

51
Properties=species:S:1:pos:R:3:mulliken_spin:R:1 method="wB97M-V/def2-TZVPD" energy_ha=-4585.0932 charge=-1 relative_energy_ev=3.623 gap_ev="4.4 / 5.9" homo_energy_ha="-0.0689 / -0.1246" multiplicity=2
Ce 0.440 0.592 1.049 -0.20
C -3.247 -2.191 -1.186 0.00
C -2.232 -2.348 -2.122 -0.01
C -0.935 -2.495 -1.687 0.01
C -0.674 -2.585 -0.274 0.00
C -1.706 -2.544 0.648 0.01
C -2.999 -2.362 0.141 -0.01
H -4.259 -2.010 -1.509 0.00
H -2.486 -2.354 -3.184 0.00
H -0.095 -2.502 -2.320 0.00
H 0.363 -2.745 0.039 0.00
H -1.558 -2.699 1.748 0.00
H -3.849 -2.263 0.830 0.00
C 0.286 1.067 -3.929 -0.01
C 0.603 0.793 -2.497 0.21
N -0.180 1.132 -1.462 0.10
N -1.351 1.757 -1.847 -0.03
C -2.203 2.202 -0.934 0.05
N -3.304 2.750 -1.499 0.02
S -2.175 1.938 0.739 0.03
C 1.846 0.130 -2.260 0.03
C 2.827 0.048 -3.299 0.08
C 4.006 -0.638 -3.032 -0.01
C 4.228 -1.205 -1.782 0.11
C 3.183 -1.239 -0.843 -0.05
N 2.033 -0.515 -1.073 0.10
H -0.810 1.114 -4.044 0.00
H 0.669 0.210 -4.509 0.01
H 0.767 1.991 -4.331 0.01
H -3.243 2.887 -2.518 0.00
H -4.082 3.078 -0.947 0.00
H 2.654 0.597 -4.180 0.03
H 4.735 -0.870 -3.796 0.00
H 5.215 -1.573 -1.558 0.01
H 3.215 -1.875 0.040 0.00
N -1.176 0.054 5.313 0.00
C -0.910 0.608 4.159 0.02
O -0.795 -0.143 3.114 0.00
C -1.155 2.113 4.053 -0.06
C -0.176 2.689 3.138 0.56
H -1.038 -0.960 5.406 0.00
H -1.164 0.582 6.193 0.00
H -1.064 2.473 5.081 0.03
H -2.240 2.134 3.698 0.01
H 0.881 2.542 3.338 -0.02
H -0.401 3.513 2.440 -0.03
O 1.647 -1.226 1.637 0.00
Se 2.825 -0.206 2.367 0.00
O 2.398 -0.072 3.976 0.00
O 2.330 1.260 1.624 0.01
O 4.357 -0.634 1.854 0.00

---

83
Properties=species:S:1:pos:R:3:mulliken_spin:R:1 method="wB97M-V/def2-TZVPD" energy_ha=-6371.7275 charge=+1 relative_energy_ev=0.106 gap_ev="6.7 / 8.2" homo_energy_ha="-0.3814 / -0.3850" multiplicity=4
Cr 0.864 -0.806 -0.329 3.32
C -2.108 -3.511 3.838 0.00
C -1.174 -2.359 4.214 0.00
C 0.293 -2.733 3.995 0.00
C -1.357 -2.030 5.694 0.00
N -1.551 -1.159 3.406 0.01
C -2.115 -0.026 3.960 0.00
C -2.458 0.793 2.952 0.00
N -2.124 0.177 1.767 -0.01
B -2.529 0.848 0.437 0.04
N -1.523 1.959 0.009 -0.02
C -1.978 3.026 -0.722 0.00
C -0.969 3.910 -0.849 0.00
N 0.133 3.381 -0.209 0.00
C -0.222 2.164 0.286 0.00
S 0.783 1.055 1.153 -0.09
C 1.388 4.168 0.038 0.00
C 1.271 5.497 -0.704 0.00
C 2.633 3.455 -0.489 0.00
C 1.485 4.436 1.543 0.00
N -2.818 -0.196 -0.672 0.00
C -4.015 -0.868 -0.663 0.00
C -4.032 -1.705 -1.712 0.00
N -2.838 -1.554 -2.394 0.00
C -2.096 -0.633 -1.722 -0.01
S -0.498 -0.085 -2.079 -0.06
C -2.597 -2.407 -3.606 0.00
C -3.807 -2.224 -4.528 0.00
C -2.498 -3.855 -3.117 0.00
C -1.347 -2.076 -4.415 0.00
C -1.545 -1.010 2.053 -0.01
S -0.947 -2.115 0.880 0.00
H -1.859 -4.391 4.432 0.00
H -2.006 -3.767 2.785 0.00
H -3.146 -3.240 4.038 0.00
H 0.601 -3.449 4.758 0.00
H 0.927 -1.849 4.076 0.00
H 0.442 -3.191 3.024 0.00
H -1.064 -2.904 6.272 0.00
H -2.396 -1.807 5.938 0.00
H -0.723 -1.197 6.001 0.00
H -2.228 0.120 5.017 0.00
H -2.931 1.759 2.972 0.00
H -3.566 1.411 0.642 0.00
H -2.996 3.086 -1.065 0.00
H -0.965 4.862 -1.342 0.00
H 1.135 5.340 -1.775 0.00
H 2.197 6.051 -0.563 0.00
H 0.457 6.110 -0.317 0.00
H 2.516 3.210 -1.544 0.00
H 2.850 2.545 0.055 -0.01
H 3.489 4.123 -0.384 0.00
H 0.602 4.976 1.891 0.00
H 2.365 5.043 1.754 0.00
H 1.568 3.504 2.100 0.00
H -4.755 -0.695 0.100 0.00
H -4.796 -2.392 -2.022 0.00
H -4.734 -2.565 -4.068 0.00
H -3.655 -2.803 -5.438 0.00
H -3.919 -1.175 -4.804 0.00
H -3.426 -4.188 -2.652 0.00
H -1.693 -3.951 -2.387 0.00
H -2.282 -4.512 -3.958 0.00
H -1.327 -1.034 -4.727 0.00
H -1.369 -2.697 -5.312 0.00
H -0.434 -2.303 -3.875 0.00
Br 2.529 -2.028 1.143 0.00
C 4.042 -1.065 0.457 -0.01
C 5.230 -1.130 1.119 0.00
C 6.336 -0.454 0.573 -0.01
C 6.214 0.200 -0.620 0.01
C 4.983 0.235 -1.317 0.00
C 4.874 0.835 -2.591 0.03
C 3.679 0.822 -3.249 -0.01
C 2.529 0.287 -2.633 0.00
C 2.546 -0.285 -1.377 -0.15
C 3.827 -0.370 -0.748 -0.02
H 5.323 -1.696 2.036 0.00
H 7.283 -0.480 1.096 0.00
H 7.068 0.698 -1.062 0.00
H 5.754 1.279 -3.040 0.00
H 3.595 1.248 -4.241 0.00
H 1.603 0.359 -3.187 -0.01

---

83
Properties=species:S:1:pos:R:3:mulliken_charge:R:1 method="wB97M-V/def2-TZVPD" energy_ha=-2951.2743 charge=-1 gap_ev=7.6 homo_energy_ha=-0.1813
Cd -1.170 0.014 -1.629 2.86
C -2.938 -3.197 -3.046 -1.09
N -2.850 -2.196 -4.086 0.20
C -2.174 -2.596 -5.305 -1.04
C -2.875 -0.893 -3.721 1.03
C -2.678 0.118 -4.802 -1.00
O -3.152 -0.570 -2.558 -0.87
H -3.573 -4.020 -3.387 0.38
H -3.378 -2.733 -2.163 0.33
H -1.943 -3.569 -2.790 0.33
H -2.122 -3.681 -5.334 0.40
H -1.162 -2.181 -5.323 0.31
H -2.722 -2.250 -6.183 0.32
H -3.219 -0.143 -5.709 0.47
H -1.602 0.152 -5.023 0.17
H -2.992 1.095 -4.436 0.20
S -3.482 2.603 -1.791 -0.35
C -2.240 3.203 -0.876 -0.15
N -0.967 3.238 -1.383 0.12
C 0.068 3.767 -0.713 -0.59
C -0.096 4.337 0.513 -0.37
C -1.383 4.307 1.101 -0.17
C -2.426 3.764 0.419 -0.43
H -0.792 2.694 -2.241 0.31
H 1.027 3.721 -1.208 0.42
H 0.736 4.782 1.037 0.44
H -1.524 4.716 2.091 0.33
H -3.420 3.716 0.834 0.41
N -0.828 0.415 0.269 -1.72
P 0.235 -0.195 1.182 -0.04
N 0.432 -1.901 1.252 0.71
C 1.189 -2.596 2.263 -1.12
C 2.526 -3.124 1.735 -0.04
C 2.286 -4.010 0.516 -1.02
C 1.509 -3.214 -0.532 -0.21
C 0.201 -2.714 0.084 -0.05
N 1.801 0.488 1.114 1.67
C 2.267 0.964 -0.177 0.42
C 3.181 2.168 0.026 -1.04
C 4.475 1.726 0.723 -0.74
C 4.208 0.497 1.598 -1.08
C 2.792 0.560 2.168 -0.66
N -0.083 0.090 2.858 -0.05
C -1.266 -0.631 3.303 -0.89
C -2.540 0.190 3.124 -0.52
C -2.506 1.410 4.048 -0.64
C -1.055 1.837 4.294 -1.15
C -0.201 1.531 3.071 -0.49
H 0.597 -3.454 2.623 0.50
H 1.343 -1.920 3.105 0.52
H 3.040 -3.677 2.528 0.38
H 3.154 -2.282 1.444 -0.23
H 1.699 -4.884 0.820 0.35
H 3.236 -4.369 0.110 0.45
H 1.284 -3.824 -1.408 0.35
H 2.090 -2.353 -0.872 0.10
H -0.413 -3.586 0.372 0.30
H -0.353 -2.120 -0.650 -0.54
H 1.387 1.220 -0.776 -0.63
H 2.809 0.193 -0.746 -0.04
H 2.656 2.902 0.641 0.08
H 3.405 2.627 -0.936 0.39
H 4.863 2.548 1.336 0.38
H 5.234 1.478 -0.022 0.38
H 4.929 0.451 2.418 0.50
H 4.317 -0.408 1.000 0.19
H 2.714 1.512 2.728 0.31
H 2.628 -0.243 2.888 0.47
H -1.136 -0.908 4.361 0.37
H -1.335 -1.547 2.713 0.59
H -3.421 -0.419 3.328 0.48
H -2.573 0.500 2.079 0.00
H -2.984 1.181 5.004 0.34
H -3.052 2.233 3.585 0.32
H -0.636 1.308 5.153 0.38
H -1.009 2.906 4.512 0.46
H 0.804 1.938 3.214 0.02
H -0.639 2.013 2.187 0.22
O -0.318 -1.288 -2.938 -1.07
S 0.400 -0.148 -3.619 1.11
O 1.775 -0.084 -3.161 -0.68
O -0.330 1.110 -3.158 -1.27
O 0.260 -0.296 -5.064 -0.79

---

12
Properties=species:S:1:pos:R:3:nbo_charge:R:1 method="wB97M-V/def2-TZVPD" energy_ha=-646.4528 relative_energy_ev=0.000 gap_ev=9.5 homo_energy_ha=-0.3222 smiles=Sc1cccnc1
C 0.786 0.430 -0.377 -0.19
C -0.045 -0.555 -1.032 -0.19
C -1.170 -1.051 -0.379 -0.24
C -1.463 -0.582 0.915 0.02
C 0.436 0.786 0.926 0.00
H 2.741 1.732 -0.386 0.13
H 0.374 -0.993 -1.940 0.22
H -1.831 -1.784 -0.777 0.22
H -2.335 -0.904 1.476 0.20
H 1.047 1.574 1.402 0.19
N -0.659 0.288 1.548 -0.40
S 2.119 1.058 -1.378 0.04

---

9
Properties=species:S:1:pos:R:3:nbo_charge:R:1 method="wB97M-V/def2-TZVPD" energy_ha=-2724.5316 relative_energy_ev=0.679 gap_ev=9.5 homo_energy_ha=-0.3248 smiles=CNNBr
C 0.173 0.440 0.402 -0.43
N -0.346 -0.074 -0.903 -0.43
N -0.372 -1.563 -1.004 -0.58
Br 1.287 -2.380 -0.893 0.09
H 1.201 0.378 0.382 0.19
H -0.183 1.411 0.493 0.20
H -0.210 -0.140 1.197 0.20
H 0.246 0.233 -1.692 0.36
H -0.994 -2.183 -0.426 0.39